No. 1
{"formula": "C25H27IN6O3STi", "method": "ωB97M-V/def2-TZVPD", "spin_multiplicity": 3, "s2": 2.008, "e_above_lowest_kcal_mol": 6.4, "lumo_energy_ev": [-0.68, -1.10], "gap_ev": [6.4, 6.4], "homo_ev": [-7.088, -7.531], "charge": 0, "species": ["I", "Ti", "S", "O", "O", "O", "N", "N", "N", "N", "N", "N", "C", "C", "C", "C", "C", "C", "C", "C", "C", "C", "C", "C", "C", "C", "C", "C", "C", "C", "C", "C", "C", "C", "C", "C", "C", "H", "H", "H", "H", "H", "H", "H", "H", "H", "H", "H", "H", "H", "H", "H", "H", "H", "H", "H", "H", "H", "H", "H", "H", "H", "H", "H"], "coordinates": [[1.7718, 1.6566, -5.5335], [0.7120, 0.2409, -2.0823], [-0.4736, 1.8796, -0.6035], [1.2077, -0.8476, -0.6429], [-0.6988, 0.4302, -3.3003], [1.4622, -2.1749, 1.1215], [2.0192, 2.8602, -1.3224], [2.1746, 1.5844, -1.8184], [-0.7987, -2.0440, 2.7254], [0.5739, 4.3060, -0.3947], [-2.2126, 1.1840, -4.7488], [2.2731, -0.7705, -3.0393], [-0.7387, -1.8425, 0.3047], [-1.4015, -1.9315, 6.3458], [0.7428, -1.6529, 0.2993], [-2.3466, 0.0738, 5.3943], [4.5688, 1.9845, -1.8414], [-1.2652, -1.5421, 3.9685], [-1.1086, 1.4357, -4.0283], [4.6266, -2.0733, -3.5817], [3.4289, -2.6554, -3.9190], [-2.0931, -0.7360, 6.4936], [-1.4481, -1.9402, 1.5079], [3.4359, -0.1998, -2.6991], [-2.0653, 0.6506, 2.9566], [-3.0784, 1.3818, 5.5930], [-1.9046, -0.3060, 4.1129], [-2.8168, -1.9228, -0.9537], [0.8075, 3.0385, -0.7990], [-3.5184, -1.9922, 0.2451], [-1.0030, -2.3359, 5.0877], [-2.8471, -2.0063, 1.4526], [3.3540, 1.1564, -2.0515], [2.2682, -1.9637, -3.6225], [-1.4400, -1.8425, -0.8980], [-0.4132, 2.6372, -4.1526], [4.6297, -0.8233, -2.9716], [1.2962, -2.3663, -3.8695], [-2.6174, 0.2661, -4.7218], [-4.6009, -2.0529, 0.2362], [5.4116, 1.3849, -1.4957], [4.8427, 2.4546, -2.7917], [-2.0043, 1.6829, 3.3004], [-2.4171, 2.2392, 5.4383], [-3.4747, 1.4482, 6.6064], [-3.0250, 0.5317, 2.4433], [-3.3962, -2.0771, 2.3846], [3.3803, -3.6239, -4.3974], [4.3591, 2.7681, -1.1232], [-1.2849, 0.5140, 2.2069], [-0.8854, -1.8181, -1.8282], [1.3538, 4.9415, -0.3751], [-0.1994, 4.4706, 0.2243], [-2.4296, -0.4199, 7.4755], [0.2697, 2.9598, -3.3852], [5.5609, -2.5816, -3.7833], [-0.4893, -3.2796, 4.9429], [-2.5577, 1.8573, -5.4071], [5.5611, -0.3401, -2.7092], [-1.1911, -2.5530, 7.2079], [-3.9110, 1.4897, 4.8943], [0.1883, -2.2467, 2.6556], [-0.7888, 3.3914, -4.8308], [-3.3352, -1.9376, -1.9027]], "atomic_forces_ev_per_a": [[-0.059, 0.070, -0.074], [-1.439, 0.156, 1.110], [0.358, 0.204, -0.022], [-0.205, -1.151, 0.670], [-0.693, 0.280, -0.801], [0.237, -0.078, 0.267], [-0.675, -0.446, 0.068], [0.380, 1.175, 0.402], [0.031, 0.461, -0.138], [-0.166, 0.062, 0.200], [-0.257, 0.066, -0.173], [0.397, -0.606, -0.334], [0.064, 0.187, -0.303], [-0.002, 0.047, 0.008], [-0.046, 0.384, -0.275], [-0.078, 0.072, -0.067], [0.228, -0.119, 0.042], [0.042, -0.300, -0.061], [0.332, -0.372, -0.090], [0.382, 0.296, 0.155], [-0.321, -0.154, -0.087], [0.020, -0.028, -0.037], [-0.121, -0.365, 0.504], [0.030, 0.822, 0.208], [0.048, -0.051, -0.015], [0.057, -0.065, -0.004], [-0.025, 0.168, 0.033], [0.030, -0.014, 0.024], [0.539, 0.045, -0.189], [-0.015, 0.016, 0.148], [-0.046, -0.012, -0.017], [-0.156, 0.086, -0.037], [0.648, -0.600, -0.755], [-0.033, 0.097, -0.101], [-0.025, -0.002, -0.045], [-0.015, 0.006, -0.061], [0.577, -0.193, -0.042], [-0.076, -0.049, -0.009], [0.045, -0.021, -0.027], [0.049, -0.001, 0.022], [-0.043, 0.043, -0.023], [-0.003, -0.024, 0.032], [-0.006, -0.036, 0.011], [-0.017, -0.039, 0.004], [0.019, -0.014, -0.034], [0.035, 0.000, 0.036], [0.015, -0.016, -0.041], [-0.020, 0.042, 0.020], [-0.016, 0.040, 0.034], [-0.041, -0.029, 0.044], [0.072, 0.015, -0.120], [0.011, -0.011, 0.004], [-0.023, 0.035, -0.054], [0.009, -0.024, -0.057], [-0.016, -0.043, 0.037], [-0.009, 0.049, -0.012], [-0.048, 0.037, 0.002], [-0.030, -0.004, 0.014], [-0.038, -0.093, -0.023], [-0.011, 0.022, -0.027], [0.029, -0.019, 0.019], [0.060, 0.020, -0.026], [0.002, -0.032, 0.066], [0.023, 0.011, 0.002]], "mulliken_spin": [0.491, 0.952, 0.014, 0.008, 0.047, 0.003, -0.001, -0.052, 0.000, -0.002, 0.084, 0.019, 0.015, 0.000, 0.006, 0.000, 0.000, 0.000, 0.180, 0.003, 0.005, 0.000, -0.002, 0.008, -0.001, 0.000, 0.000, 0.017, -0.001, -0.002, 0.000, 0.003, 0.020, 0.021, 0.009, 0.231, -0.003, -0.006, -0.004, 0.000, 0.001, 0.002, 0.000, 0.000, 0.000, 0.000, 0.000, 0.000, 0.000, 0.001, -0.031, 0.000, 0.001, 0.000, -0.010, 0.001, 0.000, -0.003, 0.000, 0.000, 0.000, 0.000, -0.023, 0.000]}



No. 2
{"formula": "C25H27N2O", "method": "ωB97M-V/def2-TZVPD", "e_above_lowest_kcal_mol": 106.4, "lumo_energy_ev": -2.93, "gap_ev": 8.3, "smiles": "c1ccc(Oc2ccc([C@@H](c3ccccc3)[N+]34CCN(CC3)CC4)cc2)cc1", "homo_ev": -11.219, "charge": 1, "species": ["O", "N", "N", "C", "C", "C", "C", "C", "C", "C", "C", "C", "C", "C", "C", "C", "C", "C", "C", "C", "C", "C", "C", "C", "C", "C", "C", "C", "H", "H", "H", "H", "H", "H", "H", "H", "H", "H", "H", "H", "H", "H", "H", "H", "H", "H", "H", "H", "H", "H", "H", "H", "H", "H", "H"], "coordinates": [[3.1413, 1.4872, 2.8109], [-0.7986, -0.2282, -2.1532], [-2.0186, 1.5688, -3.6932], [2.7516, 0.7883, 0.5980], [1.2788, -0.0546, 2.3927], [-0.6503, -2.5072, -0.7446], [-0.1276, -1.1304, -0.9922], [-1.2789, -3.2200, -1.8179], [2.3245, 3.5357, 3.7626], [0.3865, -0.5012, 1.4661], [0.6557, -0.4296, 0.0747], [2.1270, 1.4739, 5.0789], [-1.4157, -5.1515, -0.3740], [1.2590, 2.1375, 5.9487], [-0.6459, 1.1212, -1.5850], [-2.9186, 0.4118, -3.1920], [-1.3378, 2.1565, -2.4309], [-0.2042, -3.2262, 0.3812], [1.8675, 0.2581, -0.3297], [1.4736, 4.1834, 4.6448], [2.5291, 2.1623, 3.9047], [-0.1958, -0.1258, -3.5825], [2.3702, 0.7223, 1.9320], [-2.2068, -0.5845, -2.2988], [-0.8743, 0.8882, -4.4622], [-1.6852, -4.5095, -1.6330], [0.9264, 3.4750, 5.7293], [-0.6070, -4.5072, 0.6154], [-0.2966, -5.0036, 1.5318], [0.8632, 1.5958, 6.8136], [-0.4749, -1.1762, 1.7783], [-0.5252, 2.8342, -2.8186], [0.2649, 3.9910, 6.4307], [-0.2245, -1.1244, -4.0042], [-0.1622, 1.7110, -4.7461], [-3.2200, -0.1180, -4.1388], [0.5777, -1.2972, -1.9485], [-1.0147, 1.0469, -0.5606], [-2.2086, -5.0625, -2.4648], [-1.2597, -2.8073, -2.8828], [2.4592, 0.4485, 5.2327], [1.2610, 5.2349, 4.5056], [2.7935, 4.0542, 2.9234], [-3.7669, 0.9076, -2.6580], [-1.7762, -6.1236, -0.2038], [0.8522, 0.0997, -3.4445], [0.6465, -2.7735, 0.9597], [3.7152, 1.2656, 0.2138], [-2.1274, 2.6828, -1.8447], [-2.2908, -1.5947, -2.6504], [-1.3452, 0.4064, -5.3578], [1.1522, -0.2737, 3.4364], [-2.6054, -0.6418, -1.2872], [0.4127, 1.2890, -1.4551], [2.1741, 0.2346, -1.4112]], "atomic_forces_ev_per_a": [[-0.036, -0.442, 0.141], [-1.540, 1.409, 0.508], [1.421, -1.820, 1.793], [0.380, 0.479, -1.247], [1.036, 1.284, -0.425], [-0.354, -0.824, -1.040], [4.036, -1.166, -4.811], [1.163, 0.951, -0.429], [-0.130, -0.553, -0.519], [-1.542, -2.236, -1.510], [1.505, 1.274, 0.143], [-0.056, 0.637, -1.383], [0.718, 2.170, -0.284], [0.380, -0.021, 0.155], [-0.805, 0.312, 0.589], [-0.131, 1.689, -1.638], [-0.619, 0.825, -1.931], [1.201, 1.891, -0.297], [-0.392, -1.780, -0.063], [0.115, -0.479, 0.799], [-0.292, -0.722, 0.317], [0.961, -1.676, 1.177], [0.387, 0.926, 2.007], [-0.955, 0.539, 0.731], [-1.893, 1.775, 0.046], [-0.376, -1.908, 0.971], [-0.015, 0.287, -0.169], [-1.438, -1.567, -1.427], [-0.087, -0.140, -0.338], [0.183, 0.317, -0.273], [1.084, 1.348, -0.239], [-1.265, -0.142, 0.458], [0.189, -0.224, -0.298], [-0.151, -0.241, -0.022], [-0.725, -0.952, 0.007], [-0.265, 0.700, 1.051], [0.561, -0.911, 3.196], [-0.309, 0.332, -0.161], [0.738, 0.566, 1.133], [-0.104, -0.827, 1.813], [-0.251, 0.187, -0.014], [-0.016, -0.015, 0.080], [-0.304, -0.188, 0.170], [0.505, -0.645, -0.692], [-0.335, -1.123, 0.158], [0.297, 0.134, 0.168], [-1.436, -0.577, -0.264], [-1.545, -0.549, 1.048], [0.773, -0.135, -0.586], [-0.156, 0.302, -0.348], [0.655, 0.526, 0.690], [-0.119, 0.310, 0.189], [-0.202, 0.305, 0.086], [-0.083, 0.332, -0.402], [-0.363, 0.053, 1.189]], "nbo_charge": [-0.520, -0.203, -0.352, -0.293, -0.297, 0.002, -0.062, -0.245, -0.255, -0.170, -0.153, -0.268, -0.172, -0.201, -0.260, -0.272, -0.277, -0.219, -0.174, -0.193, 0.288, -0.247, 0.442, -0.270, -0.275, -0.199, -0.213, -0.204, 0.237, 0.227, 0.238, 0.220, 0.226, 0.229, 0.232, 0.219, 0.235, 0.235, 0.236, 0.199, 0.229, 0.226, 0.232, 0.237, 0.224, 0.228, 0.238, 0.259, 0.235, 0.248, 0.233, 0.249, 0.229, 0.250, 0.211]}